# 1
Below is 12 unconnected molecules or ions with the total composition C13H50N16O12 in a non-equilibrium geometry, with properties calculated with ωB97M-V/def2-TZVPD.

Element x y z (Å)
N1 -1.02294 -1.49002 -2.66573
C1 -0.12495 -2.21143 -3.20484
N2 -0.59457 -2.97613 -4.14198
O1 1.16068 -2.22506 -2.65362
H1 -0.63234 -0.96528 -1.86482
H2 -1.93408 -1.26163 -3.11645
H3 -0.00854 -3.69671 -4.60037
H4 -1.59475 -3.06301 -4.39114
N3 1.74935 -3.65638 -0.55813
C2 2.44962 -3.69951 0.52959
N4 2.74970 -2.59429 1.12966
O2 2.68821 -4.91860 1.11115
H5 1.38418 -4.61740 -0.74275
H6 1.48860 -2.87169 -1.18538
H7 3.17138 -2.56867 2.07018
H8 2.73215 -1.74292 0.57043
N5 -2.55554 -3.17845 -1.02378
C3 -3.36359 -4.03390 -1.57531
N6 -3.78553 -4.87095 -0.75082
O3 -3.67362 -3.89596 -2.90465
H9 -2.00173 -2.58727 -1.72724
H10 -2.21330 -3.19018 -0.09603
H11 -4.53710 -5.49171 -1.13228
H12 -3.70086 -4.83390 0.22959
N7 2.56975 2.50514 1.71016
C4 2.00945 3.17652 0.74313
N8 2.09533 4.45990 0.85742
O4 1.09888 2.52427 -0.15916
H13 2.34674 1.45843 1.81698
H14 2.87715 2.86880 2.60515
H15 1.49256 5.03567 0.18613
H16 2.86238 4.90163 1.28464
N9 2.89086 3.17956 -2.76547
C5 1.57627 3.16773 -2.97143
N10 1.19812 1.97661 -3.28597
O5 0.68358 4.23179 -3.05523
H17 3.31425 4.02695 -2.47341
H18 3.30932 2.26116 -2.42069
H19 0.15691 1.85502 -3.10946
H20 1.81009 1.23691 -3.11952
N11 4.37474 0.85261 -1.93439
C6 3.44686 -0.01508 -1.86258
N12 2.91999 -0.29273 -3.04053
O6 2.91653 -0.42029 -0.67827
H21 4.55767 1.47434 -1.03764
H22 5.16180 0.93104 -2.60780
H23 2.13551 -0.87077 -3.16903
H24 3.52660 -0.04684 -3.82680
N13 -3.50673 0.66154 -1.73322
C7 -2.69775 0.88979 -2.76283
N14 -2.97685 0.28685 -3.89362
O7 -1.63780 1.78433 -2.79347
H25 -3.15804 1.12742 -0.89416
H26 -4.05544 -0.21485 -1.50316
H27 -2.36015 0.65972 -4.68673
H28 -3.81395 -0.24048 -4.11693
N15 0.67144 4.14917 3.48734
C8 -0.08371 3.17919 3.92895
N16 -0.29872 3.11486 5.19682
O8 -0.53970 2.24869 2.99197
H29 0.99333 4.21746 2.41693
H30 0.83514 4.95923 4.01995
H31 -0.84438 2.25557 5.41164
H32 -0.56538 3.89110 5.83326
C9 -2.93165 -2.04435 4.08061
C10 -1.79041 -2.34130 3.07800
O9 -2.38577 -2.63466 1.86979
H33 -2.57779 -1.49149 4.88943
H34 -3.42990 -2.94858 4.55099
H35 -3.69516 -1.35174 3.63546
H36 -1.22826 -3.26927 3.34656
H37 -1.11657 -1.46165 3.02977
H38 -2.97284 -1.91640 1.80796
C11 1.64563 -0.01406 3.53848
O10 2.22380 -0.08998 2.25698
H39 1.97939 -0.84897 4.16488
H40 0.65730 -0.25516 3.39562
H41 1.66252 0.96156 3.94617
H42 2.44654 -1.04447 2.06456
C12 -2.17863 2.89564 0.42998
O11 -2.52344 1.50711 0.70309
H43 -2.21391 3.18942 -0.65243
H44 -1.20045 3.13339 0.69600
H45 -2.76982 3.55199 0.99943
H46 -2.28932 1.39498 1.66033
C13 -0.19118 -0.57828 0.30759
O12 0.13661 0.05845 -0.93766
H47 0.35514 -1.48116 0.54188
H48 -1.30052 -0.70286 0.25915
H49 -0.06508 0.12024 1.19735
H50 0.63070 0.85474 -0.75426

As for the structure (SMILES): NC(N)=O.NC(N)=O.NC(N)=O.NC(N)=O.NC(N)=O.NC(N)=O.NC(N)=O.NC(N)=O.CCO.CO.CO.CO. Its multiplicity is 1. As for the HOMO energy: -7.84 eV. For the HOMO-LUMO gap, the calculation gives 7.8 eV. For the LUMO energy, the calculation gives -0.04 eV.

=====

# 2
Below is 13 unconnected molecules or ions with the total composition C13H52N12O13 in a non-equilibrium geometry, with properties calculated with ωB97M-V/def2-TZVPD.

Element x y z (Å)
C1 -8.09147 -0.83110 1.15706
O1 -8.24764 -1.69500 0.05766
H1 -8.92520 -0.13166 1.21837
H2 -8.09050 -1.42270 2.07255
H3 -7.11029 -0.35852 1.11174
H4 -7.47393 -2.24934 -0.06759
C2 -3.87578 5.77493 2.50177
O2 -2.74966 6.45610 2.16364
H5 -4.70076 6.39730 2.84843
H6 -4.26788 5.45213 1.53733
H7 -3.65296 4.90745 3.12300
H8 -2.49952 6.98705 2.92333
C3 2.73829 -5.31862 3.61954
O3 2.13953 -5.89962 4.79291
H9 2.07803 -5.13955 2.77095
H10 3.28988 -4.38886 3.75875
H11 3.42025 -6.04706 3.18089
H12 1.63161 -5.24190 5.27357
C4 -3.74018 -2.26049 -7.32078
O4 -2.72577 -3.16354 -7.51641
H13 -4.55482 -2.60905 -6.68598
H14 -3.42703 -1.37236 -6.77190
H15 -4.23207 -1.87510 -8.21388
H16 -2.66445 -3.59887 -6.66299
C5 -0.82512 0.13568 -0.22461
O5 -0.36177 -0.29017 -1.52210
H17 -1.19687 -0.70693 0.35841
H18 -0.10059 0.63316 0.42011
H19 -1.69817 0.76712 -0.38942
H20 -0.19867 0.48028 -2.07111
C6 -4.55020 -5.44674 0.91358
O6 -4.49277 -4.65585 -0.21092
H21 -4.84410 -6.48082 0.73362
H22 -3.62410 -5.44659 1.48844
H23 -5.23014 -4.97102 1.62031
H24 -3.80993 -5.02290 -0.77712
C7 -1.72804 4.75963 -4.09044
O7 -2.44427 3.95529 -4.95597
H25 -2.35452 5.23010 -3.33263
H26 -0.99422 4.18181 -3.52855
H27 -1.24558 5.55797 -4.65434
H28 -2.10380 3.81150 -5.84198
C8 6.65779 0.55590 -0.17865
O8 7.52455 0.18030 0.55791
N1 5.44904 0.75266 0.08053
N2 6.87016 0.69560 -1.45779
H29 5.21618 0.60700 1.05247
H30 4.79612 0.98869 -0.65302
H31 7.72475 0.36127 -1.87968
H32 6.16316 1.02284 -2.10057
C9 0.67353 -6.89597 -3.30695
O9 -0.53678 -6.61146 -3.39528
N3 1.11108 -8.12796 -3.35899
N4 1.60843 -6.00622 -3.19622
H33 0.49777 -8.91516 -3.51477
H34 2.10582 -8.29175 -3.29769
H35 1.28271 -5.09020 -2.92252
H36 2.57419 -6.29906 -3.23684
C10 4.58444 1.24618 6.68985
O10 4.02794 0.58682 5.83633
N5 4.13670 1.66079 7.87319
N6 5.76966 1.73708 6.51535
H37 3.23681 1.41761 8.26198
H38 4.74036 2.36805 8.26749
H39 6.09596 1.50126 5.58906
H40 6.16271 2.41143 7.15634
C11 3.44707 1.57297 -6.91842
O11 3.63413 1.97076 -5.76865
N7 2.53650 0.75410 -7.30818
N8 4.17467 1.72777 -7.96790
H41 2.07639 0.24560 -6.56668
H42 2.49142 0.41419 -8.25820
H43 3.77760 1.50286 -8.86893
H44 4.90595 2.40978 -7.82580
C12 -3.27719 -1.23618 7.09620
O12 -2.84114 -2.34782 7.44679
N9 -2.60354 -0.42362 6.32350
N10 -4.41180 -0.78288 7.45749
H45 -1.64875 -0.70676 6.15527
H46 -2.87348 0.52958 6.52006
H47 -4.99997 -1.20348 8.16265
H48 -4.57650 0.10072 6.99680
C13 2.91936 6.90321 0.24849
O13 4.16029 7.02207 -0.02542
N11 2.38601 5.87043 0.82029
N12 1.98149 7.72494 -0.09776
H49 1.49531 5.91211 1.29464
H50 3.00552 5.13473 1.12857
H51 2.28076 8.64374 -0.39163
H52 1.02169 7.54195 0.15798

Its multiplicity is 1. As for the HOMO energy: -9.54 eV. For the HOMO-LUMO gap, the calculation gives 9.4 eV. For the LUMO energy, the calculation gives -0.12 eV.

=====

# 3
Below is 13 unconnected molecules or ions with the total composition C13H52O13 in a non-equilibrium geometry, with properties calculated with ωB97M-V/def2-TZVPD.

Element x y z (Å)
C1 -12.36705 14.88626 12.49359
O1 -12.78105 15.62721 11.37214
H1 -11.43032 14.34271 12.30773
H2 -12.11705 15.52371 13.34014
H3 -13.09922 14.13464 12.80248
H4 -13.12833 15.02956 10.70707
C2 -11.00280 20.57433 16.76963
O2 -9.82095 19.87619 16.42133
H5 -11.43414 20.24680 17.72053
H6 -10.83768 21.64672 16.90894
H7 -11.72682 20.40539 15.97728
H8 -9.09843 20.07052 17.02630
C3 -9.20311 12.21355 13.09422
O3 -9.08207 13.23107 14.08991
H9 -10.12039 12.34967 12.51543
H10 -8.35339 12.25869 12.41853
H11 -9.26257 11.24433 13.59649
H12 -9.76482 13.03948 14.77064
C4 -10.93744 19.32851 13.04078
O4 -9.93457 19.27096 12.05005
H13 -10.99175 20.30818 13.51832
H14 -11.91414 19.05146 12.63463
H15 -10.79873 18.55268 13.80527
H16 -9.15986 18.84617 12.44868
C5 -9.53011 14.43225 18.70518
O5 -9.58325 14.86802 20.07619
H17 -10.03376 13.47398 18.54290
H18 -10.06414 15.19731 18.14210
H19 -8.49114 14.34813 18.37993
H20 -9.01980 14.24527 20.54889
C6 -13.57457 17.57381 17.28353
O6 -13.14752 17.68099 15.93974
H21 -14.66139 17.58728 17.33007
H22 -13.21886 16.67880 17.80640
H23 -13.19099 18.43849 17.84151
H24 -12.18409 17.58240 15.93421
C7 -10.06908 18.50606 19.92820
O7 -9.43763 17.62735 20.84009
H25 -9.79863 18.25171 18.89759
H26 -11.15575 18.44991 20.07278
H27 -9.77653 19.53971 20.11389
H28 -9.67020 16.73312 20.55888
C8 -4.68931 16.53036 14.02615
O8 -6.06875 16.39567 14.35920
H29 -4.03497 16.24849 14.85662
H30 -4.39583 15.80226 13.25493
H31 -4.54294 17.52516 13.61649
H32 -6.16415 15.49429 14.74106
C9 -9.77381 16.09674 15.34878
O9 -10.25764 17.13281 16.18605
H33 -10.56973 15.63915 14.76107
H34 -8.99468 16.46989 14.68440
H35 -9.28481 15.30972 15.93316
H36 -9.79565 17.98849 16.08754
C10 -9.03044 15.22715 12.05283
O10 -8.95659 15.16672 10.64454
H37 -8.03364 15.22982 12.49731
H38 -9.56756 16.11388 12.39802
H39 -9.48228 14.34085 12.52007
H40 -9.86025 15.17517 10.31488
C11 -12.12098 13.57832 16.13101
O11 -11.34426 12.57690 15.46542
H41 -13.10789 13.64763 15.67855
H42 -12.19144 13.33851 17.19693
H43 -11.57177 14.51843 16.13374
H44 -11.75436 11.72560 15.64075
C12 -5.44574 12.79498 14.63741
O12 -6.49810 13.71997 14.83484
H45 -5.67154 11.78736 14.99748
H46 -5.20408 12.72688 13.57432
H47 -4.57803 13.12365 15.20702
H48 -7.37623 13.33600 14.63322
C13 -7.27043 19.34993 14.47225
O13 -7.47302 18.52187 13.33552
H49 -7.92460 20.19857 14.27290
H50 -7.47678 18.88138 15.43299
H51 -6.25353 19.75429 14.45945
H52 -7.05707 17.65481 13.53413

Its multiplicity is 1. As for the HOMO energy: -9.31 eV. For the HOMO-LUMO gap, the calculation gives 9.4 eV. For the LUMO energy, the calculation gives 0.05 eV.

=====

# 4
Below is a molecular structure, C13H5F3IIrN4O12S2, with properties calculated with ωB97M-V/def2-TZVPD.

Element x y z (Å)
Ir1 0.21492 -0.08413 0.10756
F1 -0.22638 5.08804 -3.28343
C1 -0.33979 3.94658 -3.97598
F2 -1.65458 3.67254 -4.07705
F3 0.09424 4.20580 -5.22396
C2 0.43006 2.81453 -3.35128
C3 1.61188 2.41553 -3.93687
C4 2.36646 1.42739 -3.32948
C5 1.88687 0.86854 -2.17011
N1 0.72290 1.21977 -1.59908
C6 -0.00168 2.19770 -2.16185
S1 -1.50075 2.76688 -1.43984
H1 1.94343 2.88754 -4.85065
H2 3.30412 1.08842 -3.74296
H3 2.42576 0.08049 -1.67005
O1 3.06516 -3.18802 -1.26634
C7 2.43874 -2.40531 -0.56041
O2 1.41538 -1.73110 -0.88740
C8 3.02483 -2.19247 0.82476
C9 3.67059 -3.25027 1.44057
C10 4.28508 -3.05218 2.65622
C11 4.37040 -1.79488 3.28465
C12 3.79495 -0.74224 2.66228
C13 3.00065 -0.89115 1.45649
O3 2.29899 0.05545 1.04896
N2 3.96470 0.59036 3.25125
O4 3.86909 0.67976 4.45912
O5 4.23853 1.49049 2.49122
N3 4.93446 -4.19248 3.32214
O6 5.52956 -3.96802 4.35928
O7 4.84510 -5.27928 2.79296
H4 3.68515 -4.21350 0.95344
H5 4.89040 -1.68082 4.22336
O8 0.43619 -2.28157 2.03435
N4 -0.18428 -1.31180 1.68161
I1 -1.83264 -1.06143 -1.20413
O9 -1.02026 3.60113 2.10294
S2 -0.25809 2.85058 1.15980
O10 0.21807 1.55158 1.67212
O11 -1.40160 2.20006 0.07188
O12 0.68006 3.55201 0.33290

The net charge is -1. Its multiplicity is 6. As for the HOMO energy (spin up / spin down): -4.92 / -5.97 eV. For the HOMO-LUMO gap (spin up / spin down), the calculation gives 6.0 / 4.5 eV. For the LUMO energy (spin up / spin down), the calculation gives 1.08 / -1.51 eV.

=====

# 5
Below is a molecular structure, C13H6Cl2F5MoOS2, with properties calculated with ωB97M-V/def2-TZVPD.

Element x y z (Å)
Mo1 1.31937 0.95703 -1.10607
S1 0.09929 0.12619 -2.72050
C1 -1.61363 0.30174 -2.26843
C2 -2.62952 -0.21380 -3.05255
C3 -3.94497 -0.06202 -2.62546
C4 -4.23070 0.58329 -1.43128
C5 -3.20479 1.09215 -0.64267
C6 -1.89894 0.94452 -1.07703
S2 -0.53084 1.58255 -0.14009
H1 -2.40373 -0.72251 -3.98092
H2 -4.74874 -0.45377 -3.23350
H3 -5.25680 0.69126 -1.10813
H4 -3.41828 1.59282 0.29317
F1 1.13580 -3.92882 3.97113
C7 1.34805 -3.06315 2.99486
C8 2.07400 -1.90695 3.24422
F2 2.55032 -1.66803 4.45662
C9 2.28792 -1.00642 2.21994
F3 2.96942 0.12100 2.43896
C10 1.79208 -1.24686 0.94479
O1 2.03020 -0.35503 -0.04445
C11 1.06352 -2.40518 0.71130
F4 0.57386 -2.62014 -0.50872
C12 0.83851 -3.31274 1.72901
F5 0.13847 -4.41323 1.50015
Cl1 3.25286 5.46154 -0.04279
C13 2.73539 3.81603 0.06134
Cl2 2.31753 3.20433 -1.63465
H5 1.81992 3.72962 0.63659
H6 3.53441 3.17457 0.41516

The net charge is +1. Its multiplicity is 1. As for the HOMO energy: -12.31 eV. For the HOMO-LUMO gap, the calculation gives 6.8 eV. For the LUMO energy, the calculation gives -5.48 eV.

=====

In the order shown, the computed relative energy (zero: lowest compared OMol25 entry of this formula, charge and spin) values come out to 224.1, 148.7, 31.0, 7.7, 10.3 kcal/mol.